{"formula": "C7H14", "method": "ωB97M-V with the def2-TZVPD basis set", "elements": ["C", "C", "C", "C", "C", "C", "C", "H", "H", "H", "H", "H", "H", "H", "H", "H", "H", "H", "H", "H", "H"], "xyz": [[1.0944, 0.9973, -0.1952], [-0.2822, -0.9097, -1.2954], [-0.7720, 0.9944, 0.5030], [0.4991, 0.6237, 1.1977], [-0.2611, 0.5452, -0.8439], [2.3876, 0.3126, -0.6143], [-2.3833, -0.6675, 1.2233], [-1.3005, -1.2076, -1.5670], [1.2080, 2.0794, -0.2861], [-2.0219, 0.4007, 1.0024], [0.7548, 1.2159, 2.0805], [-3.0519, -0.9549, 0.4114], [0.7105, -0.4351, 1.3898], [3.2199, 0.6629, 0.0054], [2.6339, 0.5363, -1.6579], [0.3481, -1.0432, -2.1819], [-1.6079, -1.4245, 1.3606], [2.3291, -0.7751, -0.5084], [-2.9346, -0.5289, 2.1528], [-0.6440, 1.1747, -1.6553], [0.0740, -1.5965, -0.5217]], "homo_lumo_gap_ev": 8.5, "lumo_ha": 0.0288, "spin_multiplicity": 1, "e_homo_ha": -0.283, "max_force_ev_per_a": 0.4}

=====

{"formula": "C7H14", "method": "ωB97M-V with the def2-TZVPD basis set", "elements": ["C", "C", "C", "C", "C", "C", "C", "H", "H", "H", "H", "H", "H", "H", "H", "H", "H", "H", "H", "H", "H"], "xyz": [[-0.2261, 1.8915, -0.2666], [-1.9773, 0.0423, -0.2017], [2.2083, -1.0534, -0.5644], [1.2802, -1.4709, -1.4209], [-1.1379, 0.8516, -0.8506], [1.9423, -0.6839, 0.8669], [-2.2258, -0.0191, 1.2783], [2.3926, 0.2838, 1.1196], [2.3755, -1.4261, 1.5493], [-1.0869, 0.7557, -1.9357], [3.2444, -0.9835, -0.8980], [-2.5625, -0.6570, -0.8004], [-2.1444, -1.0492, 1.6454], [-3.2413, 0.3227, 1.5145], [-0.1828, 1.8536, 0.8258], [0.2361, -1.5464, -1.1258], [0.7923, 1.7571, -0.6512], [-0.5521, 2.8991, -0.5538], [1.5259, -1.7408, -2.4447], [0.8661, -0.6257, 1.0642], [-1.5267, 0.5984, 1.8496]], "homo_lumo_gap_ev": 10.2, "smiles": "C/C=C\\C.C=CC", "lumo_ha": 0.0414, "spin_multiplicity": 1, "e_homo_ha": -0.334, "max_force_ev_per_a": 0.2}

=====

{"formula": "C7H14", "method": "ωB97M-V with the def2-TZVPD basis set", "elements": ["C", "C", "C", "C", "C", "C", "C", "H", "H", "H", "H", "H", "H", "H", "H", "H", "H", "H", "H", "H", "H"], "xyz": [[-2.5981, -0.1248, -0.3096], [1.1603, 2.4686, 0.1704], [-0.2684, -0.8260, -0.2902], [0.0510, 2.8349, -0.0949], [-1.4079, -0.6683, 0.5399], [2.1710, -1.0647, -0.4178], [1.0641, -0.9344, 0.5844], [-0.8078, 4.0425, -0.0948], [2.3920, -0.1347, -1.0349], [2.2047, -1.8697, -1.2052], [3.2689, -0.8820, -0.0175], [-0.4983, -1.6825, -0.8664], [1.1612, -1.7638, 1.3672], [-1.4702, -1.3668, 1.2092], [-3.0900, -0.7443, -1.0868], [-2.1383, 0.8808, -0.7469], [2.1556, 1.5938, 0.4930], [1.1428, -0.1224, 1.1441], [-1.2406, 0.0659, 1.2667], [0.1155, 0.0447, -0.8903], [-3.3675, 0.2531, 0.2805]], "homo_lumo_gap_ev": 10.6, "lumo_ha": 0.0103, "spin_multiplicity": 1, "e_homo_ha": -0.378, "max_force_ev_per_a": 7.4}

=====

{"formula": "C7H14", "method": "ωB97M-V with the def2-TZVPD basis set", "elements": ["C", "C", "C", "C", "C", "C", "C", "H", "H", "H", "H", "H", "H", "H", "H", "H", "H", "H", "H", "H", "H"], "xyz": [[-0.0751, 0.6896, 1.4689], [0.7311, -0.5785, 1.5380], [-1.2087, 0.6357, 0.4625], [-0.9699, 1.0223, -0.9676], [2.0584, -0.6420, 1.4865], [-1.7747, 1.9203, -0.0696], [0.6580, -1.8258, -1.9753], [0.6336, -1.1215, -2.8106], [0.5883, 1.5307, 1.2272], [2.6673, 0.2535, 1.3748], [0.0336, 1.3386, -1.2428], [-1.3156, 2.8469, 0.2672], [0.1598, -1.5019, 1.6503], [2.5885, -1.5881, 1.5616], [1.0305, -2.7927, -2.3227], [-0.4994, 0.8995, 2.4615], [-1.4935, 0.4754, -1.7467], [1.3071, -1.4370, -1.1873], [-0.3506, -1.9440, -1.5712], [-2.8463, 1.9896, -0.2337], [-1.9226, -0.1705, 0.6290]], "homo_lumo_gap_ev": 10.8, "smiles": "C=CCC1CC1.C", "lumo_ha": 0.0438, "spin_multiplicity": 1, "e_homo_ha": -0.354, "max_force_ev_per_a": 0.2}

=====

The records above yield relative energy (zero: lowest compared OMol25 entry of this formula, charge and spin) values of 465.66 147.86 770.15 168.24 kJ/mol, respectively.
The records above yield E values of -7481.46812 -7484.76192 -7478.31234 -7484.55065 eV, respectively.